(1)
10
Properties=species:S:1:pos:R:3 method="wB97M-V/def2-TZVPD" homo_energy_ev=-8.536 total_energy_ev=-25313.253 smiles=CN1S[C@@H]1S orbital_gap_ev=9.11 relative_energy_ev=2.573
C -0.965 -0.148 -0.536
C 1.536 0.092 0.209
N 0.115 0.250 0.329
S -0.899 1.530 -0.369
S -2.363 -1.063 0.088
H -0.800 -0.548 -1.583
H 1.952 0.380 1.177
H 1.668 -0.886 0.009
H 1.943 0.839 -0.599
H -2.187 -0.446 1.274

***

(2)
18
Properties=species:S:1:pos:R:3 method="wB97M-V/def2-TZVPD" homo_energy_ev=-8.750 total_energy_ev=-8331.521 smiles=CCNCN.O orbital_gap_ev=9.63 relative_energy_ev=1.801
C -2.155 -0.509 0.971
C -1.156 -0.340 -0.287
N 0.047 0.454 0.039
C 0.718 1.360 -0.912
N 1.749 0.770 -1.701
H -2.799 0.394 1.019
H -2.882 -1.358 1.070
H -1.644 -0.734 1.935
H -1.621 0.247 -1.153
H -0.850 -1.263 -0.731
H -0.218 0.731 1.068
H 0.073 1.906 -1.581
H 0.966 2.084 -0.179
H 1.587 -0.025 -2.243
H 2.620 0.685 -1.193
H 2.380 -1.662 1.769
H 1.559 -0.876 0.981
O 1.626 -1.864 1.127

***

(3)
92
Properties=species:S:1:pos:R:3 method="wB97M-V/def2-TZVPD" homo_energy_ev=-7.123 total_energy_ev=-55524.294 charge=-1 orbital_gap_ev=9.58 relative_energy_ev=5.123
B 0.116 -0.064 0.376
F -0.559 -0.897 1.290
F -0.654 1.133 0.382
F 1.390 0.365 0.747
F -0.005 -0.495 -0.983
C -0.118 -1.941 4.572
C 1.004 -0.883 4.311
N 1.844 -0.174 4.174
H -0.975 -1.660 5.049
H -0.391 -2.113 3.580
H 0.519 -2.719 5.099
C 0.658 -0.976 -4.678
C -0.850 -0.641 -5.038
N -2.004 -0.570 -5.368
H 0.759 -1.850 -4.364
H 1.115 -0.344 -5.458
H 0.816 -0.355 -3.815
C 2.628 -3.133 1.983
C 1.999 -4.486 2.623
N 1.509 -5.332 3.079
H 2.842 -2.550 2.805
H 3.436 -3.132 1.333
H 1.885 -2.556 1.277
C 3.336 -1.232 -1.780
C 3.634 -1.192 -3.240
N 3.901 -1.217 -4.362
H 2.424 -1.933 -1.764
H 4.134 -1.623 -1.238
H 3.254 -0.224 -1.129
C -2.834 2.800 -1.614
C -3.159 1.413 -1.982
O -4.454 1.177 -2.580
H -3.124 3.398 -2.402
H -1.789 2.795 -1.488
H -3.045 3.132 -0.570
H -2.926 0.575 -1.211
H -2.387 1.349 -2.849
H -4.711 2.021 -3.193
C 0.469 5.428 1.154
C 0.705 3.996 0.964
O 0.054 3.131 1.891
H -0.532 5.845 1.119
H 1.171 5.903 0.477
H 0.949 5.639 2.128
H 1.796 3.664 1.005
H 0.405 3.751 -0.088
H 0.023 2.324 1.232
C -4.269 -3.919 1.914
C -3.476 -2.615 1.597
O -2.064 -2.802 1.724
H -3.824 -4.699 1.298
H -5.152 -3.815 1.697
H -4.036 -4.253 2.835
H -3.787 -1.936 2.317
H -3.815 -2.492 0.591
H -1.659 -1.944 1.522
C 5.952 1.556 2.071
C 4.712 0.765 1.676
O 3.535 1.626 1.950
H 6.748 0.908 2.065
H 5.914 2.069 2.923
H 6.076 2.352 1.148
H 4.596 -0.044 2.433
H 4.881 0.527 0.673
H 2.611 1.093 1.604
C -3.135 1.414 4.370
C -2.242 0.959 3.224
O -2.994 0.843 2.081
H -3.879 0.858 4.553
H -3.520 2.368 4.381
H -2.649 1.383 5.325
H -1.802 0.014 3.515
H -1.546 1.423 3.029
H -2.330 1.089 1.300
C 2.011 2.886 -4.450
C 1.031 2.600 -3.404
O 1.656 1.770 -2.440
H 2.641 3.671 -4.225
H 1.431 3.043 -5.444
H 2.784 1.926 -4.532
H 0.206 1.977 -4.060
H 0.601 3.373 -2.869
H 0.883 1.351 -1.946
C -2.341 -4.179 -3.009
C -1.859 -2.996 -2.188
O -0.441 -2.987 -2.036
H -3.291 -4.018 -3.083
H -2.042 -5.204 -2.641
H -1.743 -4.215 -3.912
H -2.331 -3.110 -1.150
H -2.127 -1.936 -2.363
H -0.204 -2.255 -1.546

***

(4)
7
Properties=species:S:1:pos:R:3 method="wB97M-V/def2-TZVPD" homo_energy_ev="-3.669 / -3.671" total_energy_ev=-20433.435 charge=-1 orbital_gap_ev="5.14 / 5.15" relative_energy_ev=1.813
C 2.357 -0.043 -0.408
N 2.915 -0.799 -1.090
N -2.090 0.173 -0.133
N -1.403 -0.391 0.635
O -2.181 1.199 -0.804
O -1.472 -1.362 1.375
S 1.874 1.222 0.423

***

(5)
23
Properties=species:S:1:pos:R:3 method="wB97M-V/def2-TZVPD" homo_energy_ev=-8.696 total_energy_ev=-10463.931 smiles=CCc1c[nH]cn1.CC orbital_gap_ev=9.56 relative_energy_ev=2.436
C 1.531 1.815 0.607
C 2.846 1.043 0.476
C 0.342 1.049 0.859
C -0.970 1.319 0.667
C -0.950 -0.771 1.343
N 0.371 -0.310 1.418
N -1.800 0.121 0.851
H 1.544 2.659 1.301
H 1.299 2.317 -0.436
H 2.367 -0.015 0.678
H -1.338 2.224 0.172
H -1.175 -1.824 1.765
H -2.687 0.019 0.612
H 3.596 1.380 1.092
H 3.392 1.284 -0.477
C -1.021 -2.427 -2.869
C -0.491 -1.245 -2.056
H -2.131 -2.565 -2.887
H -0.648 -2.406 -4.013
H -0.767 -3.452 -2.469
H 0.576 -1.339 -1.878
H -0.897 -1.386 -1.078
H -0.844 -0.281 -2.433

***

(6)
10
Properties=species:S:1:pos:R:3 method="wB97M-V/def2-TZVPD" homo_energy_ev="-10.361 / -10.728" total_energy_ev=-8294.324 spin_multiplicity=2 orbital_gap_ev="11.07 / 8.41" relative_energy_ev=1.449
O 0.401 0.760 3.360
H 1.282 0.491 3.661
H -0.974 -1.310 4.702
C -1.878 -1.381 4.069
C -2.474 0.026 3.860
O -3.643 0.302 3.677
O -1.619 -1.220 2.768
H -2.647 -2.114 4.336
H -1.678 0.774 3.999
H 0.049 -0.017 2.878

***

(7)
143
Properties=species:S:1:pos:R:3 method="wB97M-V/def2-TZVPD" homo_energy_ev=-11.114 total_energy_ev=-82153.863 charge=+1 orbital_gap_ev=8.49 relative_energy_ev=2.073
C 5.546 3.310 1.201
C 4.613 3.276 -0.007
O 4.276 2.226 -0.451
N 4.194 4.509 -0.479
C 3.237 4.433 -1.585
C 1.754 4.351 -1.117
C 1.243 2.877 -1.267
C -0.260 2.691 -1.479
N -1.179 2.030 -0.419
C -2.298 1.535 -1.316
C -3.680 1.132 -0.770
C -4.097 -0.308 -1.244
C -4.599 -1.219 -0.088
C -4.054 -2.671 -0.225
N -3.201 -3.036 0.932
C -1.805 3.102 0.416
C -0.857 3.736 1.475
I -0.711 5.872 0.986
C -1.506 3.736 2.908
C -0.434 3.664 3.973
O -0.390 2.861 4.783
F 0.489 4.625 3.916
O 0.380 3.105 1.590
C 0.353 1.667 1.579
C -0.507 1.000 0.438
C -1.445 -0.031 1.181
C -2.318 0.399 2.351
O -2.031 0.072 3.438
N 0.450 0.179 -0.237
C 0.213 -0.697 -1.142
C -0.227 -2.139 -0.960
C 0.557 -0.396 -2.604
H 4.967 3.326 2.130
H 6.198 4.186 1.187
H 6.155 2.408 1.203
H 3.841 5.091 0.273
H 3.503 3.626 -2.266
H 3.337 5.360 -2.162
H 1.794 4.527 -0.039
H 1.116 5.061 -1.645
H 1.741 2.321 -0.479
H 1.758 2.542 -2.174
H -0.397 2.218 -2.449
H -0.693 3.684 -1.646
H -2.501 2.377 -1.981
H -1.962 0.757 -2.000
H -4.462 1.780 -1.172
H -3.836 1.141 0.309
H -4.882 -0.213 -1.998
H -3.270 -0.834 -1.735
H -4.246 -0.831 0.869
H -5.685 -1.317 -0.120
H -3.433 -2.801 -1.119
H -4.873 -3.393 -0.323
H -2.440 -3.631 0.630
H -3.777 -3.527 1.605
H -2.615 2.696 1.029
H -2.310 3.837 -0.202
H -2.261 2.960 3.042
H -2.016 4.687 3.091
H 1.396 1.383 1.454
H 0.085 1.309 2.581
H -2.085 -0.584 0.478
H -0.775 -0.791 1.571
H -3.217 1.052 2.278
H 0.509 -2.852 -1.328
H -1.124 -2.241 -1.590
H -0.556 -2.332 0.060
H 1.281 -1.158 -2.919
H 1.026 0.577 -2.718
H -0.344 -0.531 -3.213
C -0.180 -6.019 -4.375
C 0.183 -6.023 -2.904
O -0.598 -5.067 -2.179
H -0.021 -5.028 -4.805
H 0.419 -6.742 -4.928
H -1.237 -6.263 -4.513
H 1.232 -5.760 -2.768
H 0.016 -7.011 -2.465
H -1.524 -5.313 -2.293
C 1.716 -5.718 0.901
C 0.574 -6.191 1.777
O -0.618 -5.453 1.480
H 1.893 -4.651 1.054
H 2.636 -6.262 1.122
H 1.474 -5.857 -0.156
H 0.806 -6.033 2.827
H 0.381 -7.253 1.626
H -0.842 -5.594 0.551
C 1.299 10.893 0.534
C 0.871 9.439 0.575
O -0.550 9.328 0.686
H 0.965 11.413 1.433
H 2.384 10.980 0.460
H 0.849 11.404 -0.320
H 1.304 8.937 1.439
H 1.198 8.915 -0.330
H -0.938 9.762 -0.082
C 3.594 -9.489 2.391
C 3.033 -8.477 3.373
O 1.602 -8.497 3.354
H 3.242 -9.277 1.379
H 4.684 -9.474 2.394
H 3.258 -10.498 2.642
H 3.352 -7.469 3.109
H 3.374 -8.688 4.387
H 1.322 -9.386 3.600
C 0.464 1.748 -7.360
C 0.836 1.643 -5.897
O 0.039 2.533 -5.113
H 0.605 2.769 -7.716
H 1.071 1.076 -7.969
H -0.589 1.499 -7.506
H 1.881 1.913 -5.747
H 0.688 0.621 -5.530
H -0.886 2.285 -5.246
C 1.484 -4.733 6.094
C 2.541 -5.606 5.443
O 2.463 -6.945 5.918
H 1.603 -4.737 7.178
H 1.551 -3.704 5.737
H 0.483 -5.113 5.878
H 3.539 -5.237 5.678
H 2.420 -5.608 4.354
H 1.585 -7.281 5.701
C -3.256 5.340 -7.240
C -2.399 4.113 -7.479
O -2.792 3.053 -6.599
H -3.164 5.673 -6.205
H -2.961 6.158 -7.899
H -4.311 5.116 -7.414
H -1.350 4.333 -7.284
H -2.491 3.767 -8.513
H -3.717 2.854 -6.782
C 0.093 -0.195 6.340
C -0.268 -1.667 6.297
O -1.676 -1.847 6.411
H -0.251 0.257 7.271
H 1.173 -0.053 6.259
H -0.393 0.342 5.523
H 0.198 -2.203 7.123
H 0.071 -2.121 5.358
H -2.087 -1.382 5.672

***

(8)
16
Properties=species:S:1:pos:R:3 method="wB97M-V/def2-TZVPD" homo_energy_ev=-7.735 total_energy_ev=-8865.023 orbital_gap_ev=8.56 relative_energy_ev=4.189
C 1.477 1.353 0.466
C 1.273 -1.566 -0.223
C 0.192 -0.618 0.219
C -2.220 -0.863 0.172
C -2.422 0.491 -0.413
O -1.019 -1.280 0.392
N 0.263 0.601 0.504
H -2.544 1.156 0.444
H 2.323 0.840 0.000
H 1.266 2.281 -0.075
H 1.737 1.621 1.495
H 1.723 -1.217 -1.151
H 0.845 -2.552 -0.378
H 2.050 -1.627 0.536
H -1.593 0.875 -1.010
H -3.349 0.505 -0.980

***

(9)
53
Properties=species:S:1:pos:R:3 method="wB97M-V/def2-TZVPD" homo_energy_ev="-8.990 / -9.153" total_energy_ev=-74743.023 spin_multiplicity=2 orbital_gap_ev="8.33 / 7.10" relative_energy_ev=0.030
Ti 0.340 -0.369 -1.448
C -1.844 -1.793 2.070
C -0.550 -1.107 1.704
C -0.296 0.197 2.118
C -1.289 0.944 2.977
C 0.907 0.830 1.767
C 1.113 2.289 2.090
C 1.905 0.114 1.110
C 3.281 0.696 0.940
C 1.652 -1.207 0.665
C 2.776 -1.973 0.000
C 0.418 -1.817 0.965
C 0.154 -3.263 0.624
H -1.784 -2.248 3.063
H -2.087 -2.583 1.364
H -2.681 -1.097 2.082
H -1.892 1.649 2.395
H -0.775 1.534 3.734
H -1.968 0.272 3.494
H 1.626 2.429 3.046
H 0.165 2.819 2.142
H 1.708 2.772 1.317
H 3.465 1.007 -0.089
H 4.040 -0.041 1.202
H 3.429 1.560 1.581
H 3.380 -2.481 0.757
H 3.427 -1.303 -0.556
H 2.410 -2.716 -0.701
H -0.626 -3.357 -0.132
H -0.174 -3.800 1.516
H 1.038 -3.764 0.246
O -1.463 3.396 -1.520
C -1.003 2.316 -1.526
O -0.484 1.460 -0.792
C -1.247 1.390 -3.260
O -1.938 2.019 -3.969
O -0.657 0.314 -3.132
F 1.069 2.668 -3.396
Te 2.815 1.766 -3.254
F 4.482 1.073 -2.551
F 3.698 3.274 -3.981
F 2.827 2.707 -1.643
F 0.494 -2.014 -2.112
O 1.775 0.347 -1.876
C -4.068 -1.305 -1.588
C -2.924 -0.591 -0.927
N -3.214 0.522 -0.243
O -1.770 -1.025 -1.003
H -4.744 -1.703 -0.831
H -3.677 -2.118 -2.191
H -4.630 -0.617 -2.220
H -4.145 0.900 -0.225
H -2.463 1.029 0.200

***

(10)
118
Properties=species:S:1:pos:R:3 method="wB97M-V/def2-TZVPD" homo_energy_ev="-3.489 / -8.080" total_energy_ev=-55568.047 spin_multiplicity=2 orbital_gap_ev="3.70 / 8.17"
O -4.126 2.401 0.789
H -4.771 2.503 0.086
H -3.937 3.218 1.255
H -3.339 1.965 0.454
O -2.079 -1.154 0.461
H -2.977 -1.411 0.237
H -1.956 -1.257 1.408
H -1.940 -0.251 0.166
C 0.661 1.083 -0.235
C -0.558 1.969 -0.010
O -1.839 1.448 -0.263
H 0.576 0.052 0.109
H 1.531 1.524 0.252
H 0.926 1.067 -1.292
H -0.463 2.923 -0.529
H -0.513 2.135 1.067
C -4.413 -2.936 -3.698
C -2.992 -3.495 -3.458
C -1.808 -2.422 -3.464
O -0.499 -2.995 -3.648
C 0.462 -2.047 -3.546
N -2.961 -4.308 -2.253
H -4.775 -2.241 -2.940
H -5.088 -3.771 -3.883
H -4.418 -2.369 -4.629
H -2.789 -4.235 -4.232
H -1.843 -1.754 -2.604
H -2.007 -1.777 -4.321
H 1.439 -2.523 -3.627
H 0.420 -1.513 -2.597
H 0.342 -1.356 -4.380
H -3.582 -5.088 -2.416
H -2.008 -4.630 -2.160
C 4.377 1.041 1.894
C 4.897 0.842 3.310
C 5.709 -0.495 3.542
O 5.898 -0.811 4.923
C 6.500 -2.070 5.054
N 5.700 2.011 3.596
H 5.122 1.511 1.251
H 3.498 1.685 1.909
H 4.036 0.087 1.491
H 4.040 0.775 3.980
H 6.691 -0.468 3.070
H 5.124 -1.277 3.058
H 7.083 -2.308 4.164
H 5.764 -2.860 5.200
H 7.125 -2.244 5.929
H 6.260 2.186 2.774
H 6.471 1.745 4.191
C -1.385 1.713 -4.334
C -2.836 2.060 -3.991
C -3.823 0.839 -3.883
O -3.755 0.173 -5.140
C -4.653 0.647 -6.063
N -2.953 2.880 -2.755
H -0.702 2.519 -4.605
H -1.360 1.059 -5.206
H -0.943 1.158 -3.506
H -3.137 2.729 -4.798
H -4.833 1.150 -3.615
H -3.563 0.118 -3.108
H -4.547 1.725 -6.187
H -5.705 0.532 -5.805
H -4.431 0.234 -7.047
H -2.320 2.462 -2.088
H -3.891 2.800 -2.388
C -1.579 3.813 5.049
C -2.251 2.516 4.518
C -1.652 1.177 5.171
O -0.569 0.591 4.407
C 0.532 1.369 3.918
N -3.721 2.692 4.530
H -0.915 4.233 4.295
H -0.991 3.647 5.952
H -2.232 4.665 5.240
H -2.083 2.446 3.443
H -2.422 0.424 5.339
H -1.259 1.340 6.174
H 0.898 2.076 4.663
H 0.331 1.839 2.955
H 1.332 0.690 3.623
H -4.124 1.771 4.432
H -3.910 2.895 5.501
C 0.249 -2.630 2.633
C -1.220 -2.874 3.001
C -1.390 -3.708 4.347
O -0.843 -5.033 4.100
C -1.109 -5.918 5.180
N -1.840 -1.571 3.175
H 0.837 -3.542 2.537
H 0.701 -1.970 3.373
H 0.385 -2.207 1.637
H -1.563 -3.380 2.098
H -2.448 -3.850 4.566
H -0.874 -3.293 5.213
H -2.108 -6.341 5.282
H -0.808 -5.568 6.167
H -0.422 -6.742 4.986
H -1.364 -1.074 3.915
H -2.818 -1.633 3.421
C 4.312 0.295 -6.069
C 4.162 1.705 -5.428
C 3.025 1.723 -4.410
O 2.948 3.066 -3.956
C 2.551 3.253 -2.668
N 5.391 1.949 -4.750
H 3.759 -0.470 -5.523
H 5.343 -0.058 -6.091
H 3.981 0.238 -7.106
H 3.974 2.453 -6.198
H 3.227 1.057 -3.571
H 2.068 1.444 -4.851
H 3.176 2.722 -1.950
H 1.503 2.980 -2.544
H 2.771 4.298 -2.448
H 5.323 2.513 -3.916
H 5.600 1.079 -4.281